1.
{"formula": "C52H58AuBrCl3Ge3N2S5", "method": "wB97M-V/def2-TZVPD", "species": ["Au", "C", "C", "C", "C", "C", "C", "C", "C", "C", "C", "C", "C", "C", "C", "C", "Ge", "S", "S", "Ge", "S", "S", "C", "C", "C", "C", "C", "C", "C", "C", "C", "C", "C", "C", "C", "C", "C", "C", "C", "C", "C", "C", "C", "C", "C", "C", "C", "C", "C", "C", "C", "C", "C", "C", "C", "H", "H", "H", "H", "H", "H", "H", "H", "H", "H", "H", "H", "H", "H", "H", "H", "H", "H", "H", "H", "H", "H", "H", "H", "H", "H", "H", "H", "H", "H", "H", "H", "H", "H", "H", "H", "H", "H", "H", "H", "H", "H", "H", "H", "H", "H", "H", "H", "H", "H", "S", "C", "N", "C", "C", "C", "N", "H", "H", "H", "H", "H", "H", "H", "H", "Br", "Cl", "Ge", "Cl", "Cl"], "positions_angstrom": [[-2.2112, -2.2615, 0.0066], [3.5826, 5.2430, 1.4206], [3.7394, 3.7941, 1.0750], [3.7537, 2.8125, 2.0555], [3.9264, 1.4755, 1.7355], [3.9485, 0.4189, 2.7972], [4.0683, 1.1141, 0.3912], [4.0286, 2.0794, -0.6140], [4.1461, 1.7189, -2.0660], [3.8800, 3.4098, -0.2501], [4.3556, -0.2954, 0.0563], [5.6809, -0.7177, 0.0413], [5.9943, -2.0264, -0.2714], [4.9859, -2.9123, -0.5924], [3.6515, -2.5114, -0.5842], [3.3451, -1.1987, -0.2400], [1.4237, -0.6192, -0.0731], [0.2659, -2.3937, 0.5645], [0.4306, 0.4325, -1.8547], [-0.8377, 1.4228, -0.2048], [-2.6020, 0.1197, 0.1143], [0.7665, 1.0090, 1.3978], [-1.5758, 3.2963, -0.2954], [-1.6338, 4.0100, -1.4847], [-2.2848, 5.2402, -1.5098], [-2.8649, 5.7526, -0.3633], [-2.7856, 5.0448, 0.8194], [-2.1458, 3.8105, 0.8651], [-2.0541, 3.1081, 2.1631], [-3.1324, 2.3724, 2.6577], [-4.4127, 2.2231, 1.8937], [-3.0274, 1.7966, 3.9204], [-1.8922, 1.9508, 4.6962], [-1.8063, 1.3674, 6.0720], [-0.8362, 2.7018, 4.1899], [-0.9030, 3.2936, 2.9397], [0.2085, 4.1746, 2.4498], [-0.9846, 3.5100, -2.7158], [0.2826, 3.9742, -3.0611], [1.0157, 4.9752, -2.2156], [0.8733, 3.5127, -4.2315], [0.2274, 2.6112, -5.0589], [0.8664, 2.1215, -6.3219], [-1.0428, 2.1747, -4.7051], [-1.6648, 2.6152, -3.5485], [-3.0581, 2.1779, -3.2122], [2.6451, -3.5223, -0.9684], [2.3286, -4.5692, -0.0893], [2.8543, -4.6003, 1.3141], [1.4860, -5.5801, -0.5246], [0.9504, -5.5779, -1.8030], [0.0835, -6.6936, -2.2812], [1.2640, -4.5202, -2.6568], [2.1074, -3.4980, -2.2652], [2.4786, -2.4031, -3.2218], [3.4827, 5.3808, 2.4937], [2.6997, 5.6565, 0.9355], [4.4477, 5.8088, 1.0770], [3.6386, 3.0923, 3.0923], [3.8384, 0.8590, 3.7848], [4.8795, -0.1466, 2.7644], [3.1281, -0.2875, 2.6455], [4.3100, 0.6523, -2.2034], [4.9741, 2.2588, -2.5246], [3.2314, 1.9948, -2.5932], [3.8938, 4.1661, -1.0210], [6.4574, -0.0042, 0.2757], [7.0232, -2.3567, -0.2685], [5.2128, -3.9355, -0.8547], [-2.3294, 5.7882, -2.4394], [-3.3778, 6.7032, -0.3932], [-3.2293, 5.4330, 1.7258], [-4.3407, 2.6591, 0.9000], [-5.2257, 2.7104, 2.4316], [-4.6686, 1.1703, 1.7871], [-3.8659, 1.2316, 4.3007], [-2.6909, 0.7789, 6.2999], [-1.7119, 2.1628, 6.8111], [-0.9317, 0.7258, 6.1594], [0.0509, 2.8347, 4.7927], [1.0085, 4.2201, 3.1834], [-0.1621, 5.1843, 2.2696], [0.6273, 3.8033, 1.5129], [0.4756, 5.2040, -1.2999], [1.1576, 5.9019, -2.7725], [1.9978, 4.5897, -1.9505], [1.8557, 3.8768, -4.4984], [1.8305, 2.5977, -6.4790], [0.2277, 2.3359, -7.1774], [1.0141, 1.0436, -6.2771], [-1.5612, 1.4795, -5.3493], [-3.4711, 1.5617, -4.0068], [-3.7055, 3.0423, -3.0637], [-3.0750, 1.5955, -2.2881], [3.4907, -3.7441, 1.5256], [3.4231, -5.5126, 1.4891], [2.0186, -4.5893, 2.0125], [1.2268, -6.3749, 0.1580], [-0.1461, -7.3723, -1.4668], [0.5868, -7.2397, -3.0787], [-0.8532, -6.3060, -2.6731], [0.8397, -4.5069, -3.6510], [2.0497, -2.5931, -4.2022], [3.5619, -2.3278, -3.3193], [2.1075, -1.4358, -2.8751], [-4.8785, -2.4835, -0.1640], [-5.0263, -4.0919, 0.4253], [-5.0011, -4.3221, 1.7245], [-4.8917, -5.6580, 2.2787], [-5.6031, -6.6481, 1.3661], [-5.0941, -6.4715, -0.0579], [-5.2167, -5.0787, -0.4393], [-4.8872, -3.5254, 2.3489], [-5.3434, -5.6476, 3.2707], [-3.8323, -5.9204, 2.3751], [-6.6768, -6.4600, 1.3896], [-5.4092, -7.6651, 1.7021], [-5.6899, -7.0657, -0.7526], [-4.0395, -6.7631, -0.1306], [-5.1260, -4.8468, -1.4176], [-1.9566, -4.7056, -0.1693], [-1.7802, -4.2926, 3.6947], [-2.0549, -2.2659, 2.8343], [-4.1144, -1.7800, 3.6404], [-0.6912, -1.0461, 4.0228]], "atomic_forces_ev_per_a": [[0.22, 0.80, 0.53], [0.01, 0.00, 0.00], [0.01, -0.09, -0.11], [0.07, -0.09, -0.06], [0.14, 0.11, -0.21], [-0.05, 0.02, 0.04], [0.12, 0.37, 0.18], [-0.03, -0.06, 0.11], [0.01, 0.03, -0.05], [-0.05, -0.05, 0.18], [0.21, 0.00, 0.02], [-0.07, 0.03, -0.02], [0.10, 0.00, 0.01], [-0.11, 0.00, -0.05], [0.25, -0.07, 0.00], [-1.10, 0.17, 0.16], [-0.33, 1.28, -0.18], [-1.67, -0.38, -0.40], [0.00, 0.03, 0.67], [1.17, -0.32, 0.28], [-0.26, -0.93, 0.02], [-0.29, -0.21, -0.90], [0.26, -1.06, 0.03], [-0.09, 0.20, -0.08], [0.04, -0.08, 0.02], [-0.04, 0.05, -0.10], [0.01, -0.06, 0.06], [-0.08, 0.18, 0.00], [-0.16, -0.11, 0.31], [0.24, 0.06, 0.07], [-0.08, -0.04, -0.03], [0.10, 0.12, -0.08], [-0.06, 0.14, -0.08], [0.04, 0.02, 0.03], [-0.13, -0.02, -0.09], [-0.05, -0.04, 0.17], [0.01, -0.01, -0.06], [0.13, 0.03, -0.27], [-0.08, -0.04, 0.00], [0.01, -0.01, 0.01], [-0.11, -0.07, 0.02], [0.04, 0.05, 0.05], [-0.01, -0.02, 0.02], [-0.02, 0.06, 0.14], [0.07, 0.04, -0.15], [-0.01, -0.09, 0.10], [-0.19, -0.61, -0.11], [0.24, 0.31, -0.39], [-0.02, 0.00, 0.05], [-0.04, 0.06, -0.29], [0.32, 0.31, 0.10], [-0.07, 0.01, -0.05], [-0.08, -0.16, 0.22], [0.12, -0.04, 0.21], [-0.07, 0.05, 0.03], [-0.01, 0.06, 0.09], [-0.08, 0.09, -0.01], [0.03, 0.10, 0.01], [-0.03, 0.06, 0.17], [-0.02, 0.01, 0.08], [0.02, -0.07, 0.05], [0.02, -0.06, 0.09], [0.00, 0.01, -0.10], [0.06, 0.01, -0.08], [-0.06, -0.03, -0.05], [-0.01, 0.14, -0.13], [0.08, 0.07, 0.04], [0.08, 0.00, -0.02], [0.04, -0.09, -0.02], [0.01, 0.06, -0.11], [-0.03, 0.08, 0.00], [-0.02, 0.04, 0.07], [-0.10, -0.02, -0.04], [-0.09, 0.08, -0.01], [-0.05, -0.05, 0.01], [-0.09, -0.12, 0.08], [-0.04, -0.08, 0.07], [-0.02, 0.01, 0.10], [0.03, -0.05, 0.08], [0.15, 0.04, 0.07], [0.10, 0.01, 0.05], [0.03, 0.09, -0.02], [0.07, 0.05, 0.00], [0.08, 0.04, 0.04], [0.03, 0.08, 0.02], [0.07, 0.01, 0.05], [0.15, 0.03, -0.06], [0.08, 0.00, -0.07], [0.01, -0.01, -0.11], [0.05, -0.09, -0.06], [-0.10, -0.11, -0.10], [-0.04, -0.05, -0.04], [-0.08, 0.01, 0.02], [-0.10, -0.02, -0.02], [0.01, -0.05, 0.10], [0.07, -0.04, 0.07], [-0.04, -0.01, 0.13], [-0.04, -0.17, 0.12], [-0.04, -0.20, 0.06], [-0.04, -0.13, -0.03], [-0.13, 0.01, -0.09], [-0.02, 0.01, -0.16], [-0.02, 0.02, -0.09], [0.05, 0.06, -0.03], [0.08, 0.01, -0.11], [1.19, 0.92, -0.32], [-0.02, 0.05, 0.08], [0.10, -0.01, -0.02], [-0.04, -0.41, 0.13], [0.14, 0.18, -0.06], [-0.11, -0.38, 0.11], [0.03, -0.09, -0.07], [0.04, -0.05, -0.26], [0.08, -0.02, -0.01], [-0.10, 0.07, 0.06], [-0.06, -0.08, 0.04], [-0.06, -0.01, 0.01], [0.12, -0.01, 0.02], [-0.17, -0.06, -0.03], [0.07, 0.18, 0.18], [-0.10, -0.03, 0.00], [-0.03, 0.36, -0.27], [0.10, 0.05, 0.72], [0.48, 0.00, -0.18], [-0.34, -0.38, -0.32]], "lowdin_spin": [0.104, 0.000, 0.000, 0.000, 0.000, 0.000, 0.000, 0.000, 0.000, 0.000, 0.001, 0.000, 0.000, 0.000, 0.001, 0.005, 0.011, 0.161, -0.001, 0.005, 0.060, 0.004, 0.002, 0.000, 0.000, 0.000, 0.000, 0.000, 0.000, 0.000, 0.000, 0.000, 0.000, 0.001, 0.000, 0.000, 0.000, 0.000, 0.000, 0.000, 0.000, 0.000, 0.000, 0.000, 0.000, 0.001, 0.011, 0.010, 0.001, 0.001, 0.002, 0.001, 0.001, 0.003, 0.000, 0.000, 0.000, 0.000, 0.000, 0.000, 0.000, 0.000, 0.000, 0.000, 0.000, 0.000, 0.000, 0.000, 0.000, 0.000, 0.000, 0.000, 0.000, 0.000, 0.000, 0.000, 0.000, 0.000, 0.001, 0.000, 0.000, 0.000, 0.000, 0.000, 0.000, 0.000, 0.000, 0.000, 0.000, 0.000, 0.000, 0.000, 0.000, 0.001, 0.000, 0.000, 0.000, 0.000, 0.000, 0.000, 0.000, 0.000, 0.000, 0.000, 0.000, -0.028, -0.005, -0.003, 0.000, 0.000, 0.000, -0.003, 0.000, 0.000, 0.000, 0.000, 0.000, 0.000, 0.000, 0.000, 0.008, 0.114, 0.299, 0.129, 0.100], "charge": 0, "s2": 0.779, "e_lumo_ev": [-2.58, -2.54], "homo_ev": [-7.806, -7.962], "spin_multiplicity": 2}

---

2.
{"formula": "C52H59BN3O2", "method": "wB97M-V/def2-TZVPD", "species": ["N", "C", "N", "C", "C", "C", "N", "B", "O", "O", "H", "H", "H", "H", "H", "H", "H", "H", "H", "H", "H", "C", "C", "C", "C", "C", "C", "H", "H", "H", "H", "H", "H", "C", "C", "C", "C", "C", "C", "H", "H", "H", "H", "H", "H", "C", "C", "C", "C", "C", "C", "H", "H", "H", "H", "H", "H", "C", "C", "C", "C", "C", "C", "H", "H", "H", "H", "H", "H", "C", "C", "C", "C", "C", "C", "H", "H", "H", "H", "H", "H", "C", "C", "C", "C", "C", "C", "H", "H", "H", "H", "H", "H", "C", "C", "C", "C", "C", "C", "H", "H", "H", "H", "H", "H", "C", "C", "C", "C", "C", "C", "H", "H", "H", "H", "H", "H"], "positions_angstrom": [[-0.2996, -0.0261, -1.9566], [0.2846, 0.1706, -0.7649], [1.2258, 1.2334, -0.6695], [0.8767, 2.1353, 0.4593], [0.4789, 1.3382, 1.7266], [0.7691, -0.1314, 1.4600], [-0.0434, -0.5618, 0.2739], [0.1879, -2.0513, 0.0229], [1.3839, -2.5859, -0.2891], [-0.8629, -2.9112, 0.1550], [-1.3027, 0.1240, -1.9752], [0.2331, -0.2258, -2.7892], [2.1713, 0.8676, -0.5672], [1.7650, 2.7112, 0.7065], [0.0849, 2.7931, 0.1082], [1.1192, 1.6305, 2.5582], [-0.5697, 1.5215, 1.9549], [0.5454, -0.7662, 2.3138], [1.8203, -0.2673, 1.1908], [2.1026, -1.9351, -0.2739], [-1.1484, -2.7987, 1.0799], [0.1047, 5.8069, 1.8758], [-1.1068, 5.9343, 1.2093], [-1.3608, 7.0617, 0.4405], [-0.3986, 8.0549, 0.3297], [0.8141, 7.9253, 0.9943], [1.0650, 6.8037, 1.7715], [0.3020, 4.9281, 2.4796], [-1.8553, 5.1546, 1.2897], [-2.3075, 7.1651, -0.0741], [-0.5935, 8.9309, -0.2754], [1.5651, 8.7001, 0.9049], [2.0088, 6.7053, 2.2930], [2.9910, -2.7321, 2.9103], [3.7713, -2.4194, 4.0144], [5.1090, -2.7874, 4.0432], [5.6675, -3.4607, 2.9638], [4.8871, -3.7697, 1.8574], [3.5469, -3.4075, 1.8320], [1.9446, -2.4495, 2.8909], [3.3352, -1.8904, 4.8528], [5.7170, -2.5501, 4.9071], [6.7121, -3.7442, 2.9862], [5.3224, -4.2929, 1.0159], [2.9380, -3.6548, 0.9755], [1.9761, 7.4371, -4.6658], [2.0222, 7.7046, -3.3041], [1.4486, 6.8193, -2.4023], [0.8363, 5.6612, -2.8624], [0.7929, 5.3918, -4.2236], [1.3594, 6.2818, -5.1259], [2.4207, 8.1295, -5.3691], [2.5053, 8.6050, -2.9458], [1.4783, 7.0291, -1.3431], [0.3919, 4.9684, -2.1570], [0.3161, 4.4877, -4.5827], [1.3212, 6.0748, -6.1877], [5.5342, -7.2293, 2.4741], [4.9313, -8.4683, 2.3072], [5.4679, -9.3879, 1.4165], [6.6134, -9.0724, 0.6990], [7.2190, -7.8351, 0.8681], [6.6773, -6.9123, 1.7523], [5.1135, -6.5108, 3.1669], [4.0418, -8.7176, 2.8719], [4.9938, -10.3518, 1.2822], [7.0344, -9.7915, 0.0081], [8.1138, -7.5898, 0.3099], [7.1483, -5.9452, 1.8799], [-4.3441, 1.9768, -4.2230], [-5.4718, 1.3346, -4.7132], [-5.9848, 0.2261, -4.0501], [-5.3749, -0.2336, -2.8918], [-4.2490, 0.4112, -2.3993], [-3.7310, 1.5136, -3.0672], [-3.9429, 2.8385, -4.7412], [-5.9520, 1.6965, -5.6134], [-6.8608, -0.2783, -4.4368], [-5.7774, -1.0940, -2.3727], [-3.7750, 0.0512, -1.4912], [-2.8480, 2.0166, -2.6856], [2.3656, 1.5055, 7.3034], [3.1446, 1.8233, 8.4070], [4.4849, 1.4632, 8.4387], [5.0496, 0.7927, 7.3625], [4.2717, 0.4778, 6.2574], [2.9293, 0.8306, 6.2293], [1.3194, 1.7838, 7.2808], [2.7065, 2.3516, 9.2439], [5.0900, 1.7058, 9.3026], [6.0958, 0.5158, 7.3857], [4.7123, -0.0433, 5.4163], [2.3207, 0.5795, 5.3675], [-3.7146, -2.7714, 2.8451], [-5.0625, -3.0338, 2.6439], [-5.5363, -4.3343, 2.7381], [-4.6645, -5.3719, 3.0422], [-3.3180, -5.1101, 3.2468], [-2.8425, -3.8103, 3.1445], [-3.3441, -1.7550, 2.7692], [-5.7436, -2.2245, 2.4136], [-6.5861, -4.5403, 2.5755], [-5.0363, -6.3851, 3.1200], [-2.6390, -5.9186, 3.4855], [-1.7879, -3.6060, 3.3013], [-6.7069, 0.9012, -9.6414], [-7.8352, 0.2587, -10.1319], [-8.3478, -0.8480, -9.4696], [-7.7373, -1.3075, -8.3108], [-6.6110, -0.6630, -7.8179], [-6.0931, 0.4391, -8.4854], [-6.3057, 1.7624, -10.1604], [-8.3152, 0.6207, -11.0321], [-9.2240, -1.3525, -9.8562], [-8.1400, -2.1683, -7.7919], [-6.1355, -1.0209, -6.9126], [-5.2108, 0.9388, -8.1038]], "atomic_forces_ev_per_a": [[-0.74, -0.63, 0.33], [0.78, 1.37, -0.79], [-0.13, -0.60, -0.22], [0.23, -0.37, 0.44], [0.39, 0.05, -0.25], [-0.70, 0.28, 0.20], [1.93, 0.39, 0.52], [-1.73, -1.77, -0.43], [0.29, 1.37, -0.09], [0.62, 0.54, 0.84], [-0.02, -0.94, -0.41], [-0.10, 0.93, -0.18], [-0.01, 0.13, 0.03], [-0.06, 0.21, -0.41], [0.07, 0.10, 0.12], [-0.29, 0.18, 0.14], [0.03, -0.25, 0.27], [-0.13, -0.02, -0.05], [0.04, -0.01, 0.37], [0.16, -0.46, -0.18], [-0.92, -0.37, -0.41], [0.00, -0.08, -0.05], [0.03, -0.07, -0.01], [-0.02, 0.00, -0.05], [-0.02, 0.04, 0.07], [-0.04, 0.06, 0.05], [0.05, -0.03, -0.02], [-0.02, 0.03, 0.05], [-0.02, 0.04, 0.03], [0.01, 0.00, 0.00], [0.00, -0.01, 0.00], [-0.01, 0.00, 0.02], [-0.01, 0.01, 0.00], [0.07, 0.04, -0.08], [-0.08, 0.07, 0.07], [0.03, -0.01, -0.04], [-0.04, 0.03, -0.01], [0.06, 0.07, 0.01], [0.07, 0.03, -0.03], [-0.03, -0.09, 0.06], [0.01, -0.05, 0.03], [-0.01, 0.00, 0.00], [-0.01, 0.00, 0.01], [-0.02, -0.04, 0.03], [0.02, -0.16, 0.04], [0.00, 0.00, 0.00], [-0.01, -0.01, -0.02], [0.06, -0.05, -0.03], [0.01, -0.01, -0.03], [-0.02, -0.02, 0.02], [0.01, -0.01, -0.01], [-0.01, -0.01, 0.00], [-0.01, 0.00, -0.01], [0.01, -0.02, 0.00], [-0.02, 0.03, 0.01], [0.00, 0.02, -0.01], [0.00, 0.00, 0.01], [0.00, 0.01, 0.01], [-0.02, 0.00, -0.01], [0.00, 0.00, 0.00], [-0.01, -0.01, 0.00], [0.02, 0.03, -0.03], [-0.03, -0.02, 0.00], [0.01, 0.00, 0.00], [0.01, 0.00, 0.00], [0.01, 0.00, 0.01], [0.00, 0.01, 0.01], [-0.01, -0.01, 0.01], [0.03, -0.02, 0.01], [0.04, 0.04, -0.05], [-0.01, -0.03, 0.00], [0.03, 0.04, 0.00], [-0.03, -0.08, 0.01], [0.13, 0.03, -0.02], [0.06, -0.08, 0.06], [-0.01, 0.00, 0.01], [-0.01, -0.02, 0.01], [-0.01, 0.03, 0.00], [0.00, 0.01, 0.00], [-0.07, -0.01, 0.03], [-0.05, 0.08, 0.00], [-0.04, 0.00, -0.03], [0.00, 0.00, 0.01], [0.00, 0.00, -0.01], [0.00, 0.01, 0.02], [0.01, -0.02, -0.05], [0.03, 0.01, 0.01], [0.01, 0.00, 0.02], [0.00, -0.01, 0.00], [0.00, 0.01, -0.01], [-0.01, 0.00, 0.00], [0.02, 0.02, 0.01], [0.00, 0.00, 0.01], [0.08, -0.01, -0.04], [-0.03, 0.04, -0.04], [0.02, -0.01, 0.01], [-0.02, 0.02, 0.00], [0.06, -0.06, -0.02], [0.02, 0.10, -0.09], [-0.04, 0.01, 0.04], [0.00, -0.01, 0.00], [0.01, 0.00, 0.01], [0.01, 0.01, 0.00], [-0.01, 0.01, -0.01], [0.00, -0.04, 0.10], [0.01, 0.02, 0.00], [0.00, 0.00, -0.02], [-0.01, 0.00, 0.01], [-0.01, 0.00, 0.01], [0.01, 0.01, 0.02], [-0.02, 0.00, 0.03], [0.00, -0.01, 0.00], [0.01, -0.01, 0.00], [0.00, 0.01, 0.01], [0.01, 0.00, -0.01], [0.02, -0.01, -0.02], [0.00, -0.01, -0.01]], "mulliken_charge": [-0.224, 0.122, -0.353, -0.352, -0.831, -0.610, 0.241, 0.772, -0.528, -0.520, 0.090, 0.247, 0.392, 0.360, 0.139, 0.347, 0.345, 0.517, 0.320, 0.291, 0.171, -0.384, -0.418, -0.455, -0.208, -0.628, -0.379, 0.493, 0.429, 0.397, 0.420, 0.360, 0.380, -0.135, -0.686, -0.534, -0.475, -0.490, -0.564, 0.420, 0.544, 0.466, 0.363, 0.439, 0.647, -0.409, -0.493, -0.163, -0.357, -0.460, -0.416, 0.370, 0.381, 0.342, 0.452, 0.388, 0.360, -0.164, -0.505, -0.400, -0.343, -0.590, -0.200, 0.418, 0.368, 0.366, 0.368, 0.369, 0.318, -0.575, -0.352, -0.456, -0.554, -0.410, -0.300, 0.396, 0.492, 0.470, 0.388, 0.461, 0.474, -0.538, -0.353, -0.438, -0.462, -0.318, -0.178, 0.359, 0.365, 0.371, 0.373, 0.433, 0.392, -0.315, -0.505, -0.397, -0.343, -0.603, -0.239, 0.389, 0.381, 0.376, 0.374, 0.373, 0.527, -0.394, -0.390, -0.383, -0.468, -0.273, -0.421, 0.362, 0.361, 0.364, 0.361, 0.460, 0.425], "charge": 1, "e_above_lowest_kj_mol": 48.46, "e_lumo_ev": -4.26, "homo_ev": -10.721, "spin_multiplicity": 1}

---

The evaluated calculated total energy for the records listed, in turn: -392883.1150, -64118.1756 eV.